{"formula": "C13H20Cl2FN3O5PS", "method": "the ωB97M-V functional and the def2-TZVPD basis", "gap_ev": 4.99, "energy_ev": -76385.921, "largest_force_ev_per_a": 6.70, "lumo_ha": -0.225, "total_charge": 1, "symbols": ["C", "C", "Cl", "C", "Cl", "C", "C", "C", "O", "O", "S", "C", "O", "O", "C", "C", "N", "P", "N", "C", "F", "H", "H", "H", "H", "H", "H", "H", "H", "H", "H", "H", "H", "H", "C", "C", "O", "N", "C", "H", "H", "H", "H", "H", "H", "H"], "xyz": [[1.66504, -5.04650, 3.15728], [2.39351, -4.19463, 2.01275], [3.12027, -2.70655, 2.85985], [1.40389, -3.76163, 0.78710], [0.56926, -5.30319, 0.16083], [0.37809, -2.65308, 1.28554], [0.63544, -1.15357, 1.00920], [1.87058, -0.52696, 0.24829], [2.64490, -1.09807, -0.53297], [2.09712, 0.89913, 0.44990], [1.50633, 1.80064, -0.84517], [2.48208, 3.40979, -0.82441], [1.73317, 1.19736, -2.19886], [0.05200, 2.18475, -0.74116], [-0.42610, -0.13406, 1.58002], [-1.67255, -0.60176, 2.35706], [-1.84568, -2.01666, 2.57625], [-3.30389, -2.53108, 3.51731], [-4.62965, -1.75573, 3.07775], [-0.90609, -3.03355, 2.10981], [-1.24284, -4.35351, 2.46973], [1.14157, -5.99242, 2.79685], [2.47964, -5.39454, 3.90275], [0.95071, -4.38886, 3.75751], [3.28393, -4.81104, 1.63725], [2.09366, -3.44183, -0.06015], [3.60795, 3.22461, -0.76044], [2.07294, 4.12963, -0.03874], [2.29703, 3.91385, -1.84929], [-0.29691, 1.00294, 1.45142], [-2.44686, 0.12543, 2.76708], [-3.55055, -3.94599, 3.31912], [-2.96598, -2.36202, 4.92014], [-4.95451, -1.26319, 3.93699], [-1.65076, 4.62209, -2.85106], [-0.36045, 4.84955, -3.58970], [0.54576, 5.52823, -3.12230], [-0.21730, 4.27082, -4.81202], [-1.16394, 3.44142, -5.52630], [-1.61710, 5.14353, -1.89428], [-2.48855, 5.01519, -3.43014], [-1.78629, 3.55572, -2.66027], [0.67426, 4.46612, -5.24644], [-0.69751, 2.47213, -5.71397], [-1.38872, 3.92139, -6.48090], [-2.08692, 3.29611, -4.96920]]}

{"formula": "C3H3PS", "method": "the ωB97M-V functional and the def2-TZVPD basis", "gap_ev": [6.94, 6.83], "energy_ev": -23277.889, "largest_force_ev_per_a": 1.39, "lumo_ha": [-0.056, -0.059], "e_above_lowest_kj_mol": 343.46, "total_charge": 0, "symbols": ["C", "C", "C", "P", "S", "H", "H", "H"], "xyz": [[-0.40003, 0.18726, -0.85298], [0.17246, 0.81601, 0.07361], [-1.03691, -0.48289, -1.79027], [2.53449, 0.07058, 4.61118], [0.91366, 1.58703, 1.23246], [2.62263, 1.45357, 4.41759], [-2.10450, -0.65041, -1.74557], [-0.52320, -0.89901, -2.64517]]}

{"formula": "C21H69N21O12", "method": "the ωB97M-V functional and the def2-TZVPD basis", "multiplicity": 2, "gap_ev": [8.66, 2.71], "energy_ev": -78748.986, "largest_force_ev_per_a": 10.45, "lumo_ha": [-0.087, -0.306], "s_squared": 0.76, "e_above_lowest_kj_mol": 344.37, "total_charge": 1, "symbols": ["C", "O", "N", "N", "H", "H", "H", "H", "C", "O", "N", "N", "H", "H", "H", "H", "C", "O", "N", "N", "H", "H", "H", "H", "C", "O", "N", "N", "H", "H", "H", "H", "C", "O", "N", "N", "H", "H", "H", "H", "C", "O", "N", "N", "H", "H", "H", "H", "C", "O", "N", "N", "H", "H", "H", "H", "C", "O", "N", "N", "H", "H", "H", "H", "C", "O", "N", "N", "H", "H", "H", "H", "C", "C", "C", "O", "C", "N", "H", "H", "H", "H", "H", "H", "H", "H", "H", "H", "H", "C", "C", "C", "O", "C", "N", "H", "H", "H", "H", "H", "H", "H", "H", "H", "H", "H", "C", "C", "C", "O", "C", "N", "H", "H", "H", "H", "H", "H", "H", "H", "H", "H", "H"], "xyz": [[1.11642, 4.14776, -5.66160], [0.60647, 3.31225, -6.31174], [2.24227, 3.99756, -5.11201], [0.79720, 5.39443, -5.71638], [2.63264, 4.81284, -4.66143], [2.73380, 3.11620, -5.15336], [1.29398, 6.17767, -5.31656], [-0.07624, 5.56056, -6.19555], [-1.72558, 4.62956, -2.85112], [-1.19020, 3.99862, -2.03266], [-2.93865, 4.39253, -3.17440], [-1.36208, 5.71201, -3.42481], [-3.37625, 3.67817, -2.61024], [-3.20497, 4.63427, -4.11818], [-0.40131, 5.91129, -3.18540], [-1.73794, 5.95207, -4.33101], [4.19619, 2.00784, 1.03640], [4.73907, 0.98555, 0.73113], [4.22624, 2.99920, 0.16091], [3.80328, 2.42773, 2.23481], [3.89150, 3.89876, 0.47532], [4.55836, 2.87281, -0.78451], [3.85226, 3.41758, 2.42950], [3.79716, 1.66775, 2.90001], [5.63532, -0.55054, -3.06643], [6.26741, -0.28987, -4.04628], [5.09589, 0.26608, -2.25528], [5.41497, -1.76051, -2.76052], [4.88185, 1.23785, -2.42837], [4.84692, -0.07279, -1.33697], [5.91056, -2.48722, -3.25689], [4.78528, -2.04444, -2.02366], [-0.56082, 3.96116, 1.49177], [-0.34350, 4.22425, 2.66148], [-1.80779, 3.84053, 1.13588], [0.30592, 3.81160, 0.55398], [-2.09627, 3.93822, 0.17290], [-2.46733, 3.89539, 1.89884], [-0.07793, 3.43863, -0.30255], [1.18599, 3.53145, 0.96275], [-2.66704, -2.94825, 1.53329], [-3.18485, -2.01343, 0.91838], [-1.42763, -3.33383, 1.15335], [-3.07149, -3.68716, 2.50291], [-1.10181, -3.11661, 0.22236], [-1.14472, -4.18254, 1.62213], [-3.91795, -3.38446, 2.96333], [-2.41608, -4.36393, 2.86695], [2.82987, -0.53176, 5.01507], [2.30406, 0.25304, 5.72746], [2.30965, -1.59869, 4.50125], [4.03936, -0.49749, 4.74992], [1.34130, -1.75549, 4.74166], [2.77889, -2.13718, 3.78715], [4.46733, -1.09269, 4.05517], [4.59143, -0.19493, 5.53971], [-3.95928, 1.03452, -0.36924], [-3.99307, 2.15274, -0.81546], [-3.33139, 0.80246, 0.74060], [-4.18676, -0.17092, -0.86410], [-2.80185, 1.63569, 0.95368], [-3.08485, -0.11634, 1.07990], [-4.60361, -0.25734, -1.78000], [-4.17612, -1.01209, -0.30516], [-3.08681, 1.20932, -5.02582], [-3.90482, 1.63664, -5.81624], [-1.88978, 1.67957, -4.87983], [-3.15543, 0.12718, -4.42193], [-1.61092, 2.61965, -5.12186], [-1.41067, 1.37503, -4.04448], [-3.97350, -0.44751, -4.56544], [-2.47587, -0.01214, -3.68783], [-1.63217, -3.16668, -2.25498], [-0.64646, -4.36490, -2.23550], [-1.07048, -5.59268, -1.55324], [0.06487, -6.49826, -1.70235], [1.09808, -6.33935, -0.71693], [-0.55949, -4.60525, -3.67836], [-1.23727, -2.30185, -2.78811], [-1.64117, -2.77778, -1.23676], [-2.67775, -3.27669, -2.54264], [0.24371, -3.91785, -1.79297], [-1.92498, -5.97845, -2.10922], [-1.18427, -5.57204, -0.46939], [1.72231, -7.22932, -0.63703], [0.80882, -6.08796, 0.30348], [1.81358, -5.55528, -0.96470], [0.28859, -4.12225, -3.93830], [-0.15600, -5.52948, -3.73389], [-1.35411, -0.53339, 4.56293], [-0.99682, -1.48241, 5.64315], [-2.23321, -1.83695, 6.50295], [-1.79149, -2.21585, 7.85402], [-1.52137, -1.16848, 8.76925], [-0.33245, -2.66158, 5.08184], [-1.43628, 0.50061, 4.89786], [-2.16741, -0.89023, 3.93102], [-0.53132, -0.54152, 3.84805], [-0.30502, -0.95994, 6.30386], [-2.80505, -2.59147, 5.96278], [-2.96677, -1.04196, 6.63702], [-0.43880, -1.04522, 8.80026], [-1.90333, -1.53179, 9.72330], [-1.82831, -0.17962, 8.42861], [-0.26534, -3.19522, 5.93672], [-0.89083, -3.21418, 4.44706], [1.20164, 1.76445, -2.63214], [0.62555, 0.65847, -1.92082], [1.08085, 0.60942, -0.38355], [1.21002, -0.69676, 0.08246], [0.73552, -0.83457, 1.40321], [-0.87089, 0.62261, -2.19907], [2.08646, 2.18045, -2.15033], [0.56090, 2.63700, -2.50483], [1.27567, 1.44883, -3.67281], [1.11371, -0.20536, -2.37203], [0.32049, 1.23834, 0.07951], [2.08177, 1.02495, -0.26699], [-0.32192, -0.58113, 1.32786], [1.35580, -0.24019, 2.07408], [0.93286, -1.88109, 1.63552], [-1.25529, -0.08080, -1.58462], [-1.21135, 1.52531, -1.90021]]}